Entry 1:
{
  "formula": "C18H24N5O4",
  "method": "wB97M-V/def2-TZVPD",
  "lumo_energy_ev": 2.32,
  "fmax_ev_per_a": 2.69,
  "orbital_gap_ev": 5.499,
  "total_charge": -1,
  "species": ["C", "C", "C", "C", "O", "N", "C", "C", "N", "N", "C", "N", "O", "H", "H", "H", "H", "H", "H", "H", "H", "H", "H", "H", "H", "C", "C", "O", "C", "C", "N", "C", "C", "C", "C", "C", "C", "C", "O", "H", "H", "H", "H", "H", "H", "H", "H", "H", "H", "H", "H"],
  "coordinates": [[2.688, -0.786, 1.706], [1.975, 0.398, 1.166], [0.537, 0.467, 1.064], [0.061, 1.885, 1.241], [0.794, 2.874, 1.373], [-1.300, 2.113, 1.388], [-1.754, 3.433, 1.758], [-2.355, 1.136, 1.263], [2.696, 1.439, 0.762], [3.918, 1.583, 1.094], [4.341, 2.910, 0.752], [5.580, 3.064, 1.310], [3.751, 3.754, 0.109], [1.990, -1.587, 1.977], [3.417, -1.162, 0.965], [3.226, -0.504, 2.627], [-0.005, -0.218, 1.722], [-0.906, 4.118, 1.763], [-2.497, 3.771, 1.029], [-2.225, 3.436, 2.750], [-2.006, 0.277, 0.691], [-2.708, 0.784, 2.247], [-3.202, 1.594, 0.732], [6.044, 2.245, 1.663], [6.108, 3.884, 1.074], [4.397, -1.027, -2.107], [2.988, -0.579, -2.391], [2.157, -1.109, -1.336], [0.874, -0.714, -1.426], [0.083, -1.114, -0.231], [-1.179, -1.416, -0.555], [-2.089, -2.147, -0.007], [-3.424, -2.244, -0.590], [-4.522, -2.728, 0.163], [-5.814, -2.674, -0.364], [-6.032, -2.184, -1.662], [-4.944, -1.756, -2.435], [-3.653, -1.777, -1.903], [0.438, -0.092, -2.377], [5.075, -0.548, -2.819], [4.728, -0.765, -1.091], [4.503, -2.109, -2.262], [2.906, 0.510, -2.366], [2.622, -0.958, -3.350], [0.612, -1.726, 0.521], [-1.935, -2.715, 0.934], [-4.348, -3.103, 1.174], [-6.665, -3.005, 0.239], [-7.046, -2.125, -2.063], [-5.102, -1.391, -3.449], [-2.799, -1.410, -2.472]],
  "atomic_forces_ev_per_a": [[0.2, -0.6, 0.6], [-0.1, -0.2, -0.2], [1.7, -0.5, 0.9], [-0.6, 2.6, -0.3], [-0.9, -1.5, 0.0], [0.0, -0.4, 0.0], [0.1, 0.2, -0.1], [0.2, -0.2, -0.1], [-1.0, 0.6, -0.5], [-0.1, -0.1, 0.0], [-0.3, -1.0, -0.3], [0.5, 0.7, 0.0], [0.5, 0.0, 0.3], [0.2, 0.0, -0.1], [-0.2, 0.1, 0.4], [0.0, -0.1, -0.3], [0.2, 0.5, 0.2], [-0.2, -0.1, 0.0], [0.0, 0.1, 0.1], [0.0, -0.1, 0.0], [-0.2, 0.2, 0.0], [0.0, 0.1, -0.1], [0.1, -0.2, 0.1], [-0.1, 0.1, 0.0], [0.0, -0.1, 0.0], [0.4, -0.2, -0.1], [0.0, 0.0, 0.4], [0.1, 0.2, -0.3], [-0.7, 0.3, -0.2], [1.1, -0.1, 0.1], [-2.2, -0.3, -0.5], [1.3, 0.2, 0.5], [-0.8, 0.2, -0.3], [0.3, 0.3, -0.4], [0.0, 0.0, -0.3], [0.2, -0.1, 0.2], [0.1, -0.1, 0.5], [-0.4, -0.1, 0.2], [0.4, -0.4, 0.5], [0.0, 0.0, 0.1], [-0.2, 0.0, -0.3], [0.0, 0.2, 0.2], [0.0, -0.1, -0.1], [0.1, 0.2, 0.1], [-0.2, 0.0, -0.6], [0.1, 0.2, -0.2], [-0.1, 0.1, -0.3], [0.3, 0.1, -0.2], [0.3, -0.1, 0.1], [0.0, -0.1, 0.2], [-0.2, -0.1, 0.2]],
  "mulliken_charge": [-1.2684, 0.0899, 0.1124, 0.2074, -0.6931, 0.1637, -1.1062, -0.1662, 0.3207, -0.8986, 0.3942, -0.3584, -0.6054, 0.4164, 0.0224, 0.4591, 0.6492, 0.3286, 0.3045, 0.3075, -0.3827, 0.2387, 0.3999, 0.2216, 0.2291, -1.1834, -0.2380, -0.2215, 0.1487, 0.0092, -0.2508, -0.5530, 0.8250, -0.5977, -0.4202, -0.3843, -0.4575, -0.4556, -0.7035, 0.3915, 0.2394, 0.2958, 0.3062, 0.3618, 0.5176, 0.2268, 0.3076, 0.3369, 0.3372, 0.3545, 0.4211]
}

Entry 2:
{
  "formula": "C3H5O3",
  "method": "wB97M-V/def2-TZVPD",
  "lumo_energy_ev": 4.16,
  "fmax_ev_per_a": 1.24,
  "orbital_gap_ev": 8.434,
  "relative_energy_kj_mol": 14.0,
  "total_charge": -1,
  "species": ["O", "C", "C", "H", "H", "H", "H", "O", "C", "O", "H"],
  "coordinates": [[0.259, 2.069, -1.735], [0.088, 1.083, -1.042], [-1.184, 0.301, -0.909], [0.863, 0.803, -0.311], [-1.735, 0.745, -0.078], [-0.899, -0.704, -0.590], [-1.757, 0.325, -1.836], [0.941, 0.054, 1.902], [1.098, -1.156, 1.605], [0.906, -1.730, 0.513], [1.419, -1.791, 2.481]],
  "atomic_forces_ev_per_a": [[-0.4, -0.4, -0.4], [0.4, 0.9, 0.8], [0.4, -0.1, -0.3], [0.0, -0.3, -0.1], [-0.1, 0.1, 0.0], [-0.1, -0.1, -0.1], [-0.1, 0.0, 0.1], [0.1, -0.3, -0.2], [-0.3, 0.4, 0.3], [0.1, -0.1, 0.1], [0.1, -0.2, -0.2]],
  "mulliken_charge": [-0.5554, 0.2171, -0.7701, 0.3045, 0.1938, 0.2567, 0.3282, -0.6626, -0.0515, -0.6601, 0.3993]
}

Entry 3:
{
  "formula": "C7H15N5",
  "method": "wB97M-V/def2-TZVPD",
  "lumo_energy_ev": 0.76,
  "fmax_ev_per_a": 3.89,
  "orbital_gap_ev": 8.853,
  "relative_energy_kj_mol": 307.5,
  "total_charge": 0,
  "species": ["C", "C", "C", "C", "C", "C", "C", "N", "N", "N", "N", "N", "H", "H", "H", "H", "H", "H", "H", "H", "H", "H", "H", "H", "H", "H", "H"],
  "coordinates": [[0.001, 0.220, 1.682], [0.880, 0.807, -1.888], [0.505, -1.544, -2.496], [-1.465, -0.165, -1.830], [-0.912, 2.488, 1.284], [0.491, -0.952, 3.734], [0.011, -0.421, -1.601], [0.747, -2.054, 1.472], [0.624, -1.829, 0.279], [-0.413, 1.329, 1.913], [0.365, -0.893, 2.293], [0.242, -0.598, -0.114], [0.884, 1.132, -2.949], [0.713, 1.634, -1.231], [2.050, 0.517, -1.787], [-0.187, -2.343, -2.589], [1.521, -2.017, -2.226], [0.715, -1.172, -3.553], [-1.908, 0.558, -1.238], [-1.525, 0.238, -2.920], [-2.108, -1.039, -1.732], [-0.534, 3.362, 1.889], [-1.959, 2.610, 1.112], [-0.415, 2.780, 0.293], [-0.245, -1.564, 4.204], [1.484, -1.198, 3.961], [0.438, 0.116, 4.038]],
  "atomic_forces_ev_per_a": [[-0.2, -1.6, -2.4], [3.2, -0.8, -1.4], [2.6, -0.4, -1.0], [0.4, -0.3, -3.6], [2.7, 2.7, -0.9], [-0.1, 2.2, -0.8], [0.9, 1.1, 1.4], [0.0, 0.0, 2.1], [-0.6, 2.0, -2.1], [-0.4, 0.0, 0.4], [-0.1, 0.2, -1.5], [0.3, -2.3, 2.4], [-0.6, 0.0, 0.5], [-0.3, 0.5, 0.4], [-2.7, 0.4, 0.2], [-0.7, -0.8, 0.1], [-1.6, 0.9, 0.1], [-0.6, -0.1, 1.3], [-0.4, 1.7, 1.5], [-0.3, -0.8, 1.6], [0.3, -0.3, -0.1], [-0.9, -0.7, -0.3], [-0.8, -0.6, 0.3], [-0.5, -1.1, 0.9], [-0.4, -0.4, 0.3], [1.3, -1.0, 0.5], [-0.5, -0.7, 0.2]],
  "mulliken_charge": [0.5834, -1.3227, -1.4942, -1.4799, -0.7279, -0.9113, 1.4897, -0.7723, -0.1358, -0.3364, 0.3449, 0.0931, 0.3995, 0.1791, 0.2740, 0.4063, 0.3443, 0.3409, 0.3429, 0.3086, 0.3781, 0.3010, 0.2710, 0.1860, 0.2752, 0.3407, 0.3219]
}

Entry 4:
{
  "formula": "C15H23F3NO2PRu",
  "method": "wB97M-V/def2-TZVPD",
  "s_squared": 6.03,
  "lumo_energy_ev": [-7.30, -11.01],
  "fmax_ev_per_a": 2.75,
  "orbital_gap_ev": [8.083, 5.016],
  "relative_energy_kj_mol": 121.9,
  "total_charge": 2,
  "multiplicity": 5,
  "species": ["C", "C", "C", "C", "C", "C", "C", "C", "N", "Ru", "C", "P", "H", "H", "H", "H", "H", "H", "H", "H", "C", "C", "H", "C", "C", "H", "H", "H", "H", "H", "H", "H", "H", "H", "H", "H", "H", "H", "H", "F", "C", "F", "F", "C", "O", "O"],
  "coordinates": [[0.323, 2.906, -2.204], [-0.907, 2.446, -1.752], [-1.023, 1.394, -0.827], [0.144, 0.819, -0.324], [1.407, 1.232, -0.788], [1.493, 2.283, -1.736], [-2.392, 0.938, -0.386], [-2.622, -0.573, -0.171], [-2.074, -1.525, -1.083], [-0.048, -0.689, 1.201], [2.613, 0.526, -0.204], [1.996, -1.119, 0.511], [-1.860, 2.865, -2.098], [2.475, 2.638, -2.052], [0.362, 3.755, -2.903], [3.042, 1.086, 0.654], [3.437, 0.304, -0.908], [-2.566, 1.377, 0.623], [-3.178, 1.293, -1.068], [-2.215, -0.805, 0.833], [3.427, -1.539, 1.541], [2.164, -2.174, -0.962], [-3.702, -0.739, -0.133], [-1.498, -1.167, -2.368], [-2.937, -2.689, -1.250], [0.780, -1.736, 2.138], [-2.083, -1.745, -3.098], [-1.594, -0.120, -2.646], [-0.429, -1.456, -2.391], [-3.159, -2.791, -2.322], [-2.445, -3.605, -0.898], [-3.912, -2.612, -0.751], [3.230, -2.253, -1.199], [1.757, -3.160, -0.709], [1.618, -1.762, -1.819], [4.330, -1.408, 0.933], [3.477, -0.894, 2.430], [3.324, -2.579, 1.867], [-0.632, -2.234, 0.687], [0.569, 1.685, 5.155], [0.166, 2.520, 4.162], [-0.745, 3.366, 4.698], [1.245, 3.281, 3.812], [-0.376, 1.733, 2.896], [-1.403, 2.154, 2.357], [0.422, 0.774, 2.557]],
  "atomic_forces_ev_per_a": [[0.5, 0.1, -0.1], [-0.3, 1.3, -1.1], [0.5, -1.3, 1.4], [-0.4, -1.1, 0.2], [0.0, -1.2, 1.2], [-0.5, 1.5, -1.0], [-0.2, 0.0, -0.4], [0.6, 1.7, 1.2], [-2.2, 0.0, -1.7], [-0.1, -0.5, 0.5], [-0.7, -0.4, 0.1], [1.6, 1.2, -1.1], [0.6, 0.2, -0.1], [-0.3, -0.1, 0.0], [0.1, -0.6, 0.4], [-0.3, 0.0, -0.4], [-0.4, 0.4, 0.2], [0.0, 0.1, -0.5], [0.3, 0.2, 0.2], [-0.6, -0.4, -0.1], [-0.5, -0.2, 0.4], [-0.4, -0.3, 0.4], [0.1, 0.0, 0.3], [0.7, -0.3, -0.7], [-0.5, -1.3, 0.0], [-0.2, 0.0, -0.3], [0.9, 0.4, 0.0], [0.1, 0.1, 0.5], [-0.5, 0.1, -0.1], [0.1, -0.3, 0.6], [0.0, 0.1, -0.1], [0.6, 0.2, 0.3], [-0.2, -0.1, 0.0], [0.2, 0.1, -0.2], [0.2, -0.1, 0.3], [-0.2, -0.1, 0.1], [-0.1, -0.2, -0.3], [0.2, 0.1, 0.0], [0.9, 1.1, 0.2], [-0.4, 0.4, -1.1], [0.3, 0.8, 1.2], [0.6, -1.0, -0.9], [-0.8, -0.8, -0.1], [-0.8, 1.6, 0.4], [1.4, -1.4, 0.2], [-0.2, -0.2, 0.0]],
  "mulliken_charge": [-0.9639, -0.2852, 0.7749, 0.3277, 1.2418, -0.5872, -1.2152, -0.8987, 0.4117, -1.1841, -1.1565, 1.0320, 0.5034, 0.5544, 0.4481, 0.4682, 0.6637, 0.4048, 0.5805, 0.2936, -1.2403, -1.3257, 0.4903, -0.6419, -0.7646, 0.2633, 0.3972, 0.3184, 0.1263, 0.3561, 0.3375, 0.4154, 0.4437, 0.3901, 0.3353, 0.4663, 0.4238, 0.4440, 0.0962, -0.2272, 0.7454, -0.2186, -0.2421, 0.4891, -0.5421, -0.7496]
}

- Which formula does entry 1 have?
  C18H24N5O4